Entry 1:
Formula: C21H15AlAsBiCl2O4
Source: the OMol25 dataset
Level of theory: ωB97M-V/def2-TZVPD

- Orbital gap (alpha / beta): 4.1 / 4.6 eV
- Total energy: -128484.00557 eV
- Net charge: +4
- HOMO energy (alpha / beta): -20.32 / -20.32 eV

Each line ends with the Löwdin charge.
Geometry (Å):
Al1 -0.0825 -2.4264 -2.7876  -0.280
Bi1 -1.4716 0.9159 0.6742  1.937
Cl1 -1.1056 -3.8046 -3.9130  0.517
Cl2 2.0215 -1.9125 -2.5807  0.365
C1 0.3210 -0.5092 1.5190  -0.046
C2 -1.0239 -0.8659 -1.0156  -0.253
C3 -0.7610 -2.2598 -0.6983  -0.218
O1 1.1589 -1.2990 1.4906  0.221
O2 -0.9429 -0.7134 -2.3263  -0.010
O3 -0.9268 -2.9978 0.2493  0.275
O4 -0.0132 2.0884 -0.3668  -0.729
As1 1.2880 3.2040 -0.1102  1.315
C4 2.6161 2.2294 0.8972  -0.340
C5 2.9928 0.9452 0.4962  -0.148
C6 3.9807 0.2633 1.2107  -0.042
C7 4.5758 0.8563 2.3313  0.007
C8 4.1484 2.1147 2.7648  -0.007
C9 3.1612 2.8057 2.0519  -0.069
C10 1.9209 3.5216 -1.8982  -0.256
C11 1.0562 3.3389 -2.9852  0.026
C12 1.5173 3.6260 -4.2785  0.086
C13 2.8365 4.0486 -4.4819  0.051
C14 3.7147 4.1645 -3.3988  0.085
C15 3.2591 3.8956 -2.1028  0.057
C16 0.4136 4.7028 0.6895  -0.337
C17 0.1671 5.8365 -0.0962  -0.075
C18 -0.6123 6.8740 0.4255  -0.009
C19 -1.1420 6.7725 1.7172  0.007
C20 -0.8698 5.6484 2.5012  -0.023
C21 -0.0848 4.6062 1.9944  -0.113
H1 2.5403 0.5005 -0.3970  0.088
H2 4.2953 -0.7303 0.8814  0.134
H3 5.3562 0.3233 2.8758  0.143
H4 4.5873 2.5621 3.6574  0.140
H5 2.8226 3.7932 2.3720  0.117
H6 0.0407 2.9757 -2.8152  0.131
H7 0.8405 3.5129 -5.1252  0.159
H8 3.1886 4.2576 -5.4914  0.155
H9 4.7516 4.4623 -3.5601  0.163
H10 3.9356 3.9745 -1.2486  0.151
H11 0.5719 5.8868 -1.1075  0.106
H12 -0.8126 7.7541 -0.1858  0.138
H13 -1.7641 7.5733 2.1181  0.143
H14 -1.2788 5.5720 3.5102  0.135
H15 0.1160 3.7126 2.5949  0.104

---

Entry 2:
Formula: C21H15AsCl2F3IrNO11S2
Source: the OMol25 dataset
Level of theory: ωB97M-V/def2-TZVPD

- Orbital gap: 7.1 eV
- ΔE to the lowest compared entry with this formula, charge and spin: 0.0 kcal/mol
- Total energy: -164580.78266 eV
- Net charge: -1
- HOMO energy: -5.29 eV

Each line ends with the Löwdin charge.
Geometry (Å):
Ir1 1.9167 0.6044 0.6547  1.447
O1 -2.3075 0.1023 2.0351  -0.255
As1 -0.6893 0.0460 2.7840  0.921
O2 -0.7132 -1.1750 3.8552  -0.449
O3 0.2113 -0.2186 1.3423  -0.592
C1 -0.9282 1.7890 3.5994  -0.226
C2 -2.1044 1.9736 4.3120  -0.066
C3 -2.3581 3.2106 4.8898  -0.061
C4 -1.4503 4.2556 4.7547  -0.068
C5 -0.2645 4.0668 4.0641  -0.043
C6 -0.0095 2.8243 3.5095  -0.276
S1 1.4669 2.4722 2.6377  0.520
O4 2.4652 3.4244 2.9998  -0.251
O5 1.7877 1.0620 2.9666  -0.401
O6 1.0534 2.4802 1.1883  -0.375
H1 -2.4831 -0.7628 1.6409  0.007
H2 -2.7967 1.1494 4.4095  0.112
H3 -3.2751 3.3624 5.4445  0.105
H4 -1.6641 5.2200 5.1970  0.105
H5 0.4699 4.8547 3.9586  0.118
F1 4.3896 -1.6401 -2.6653  0.125
C7 4.4785 -0.4622 -2.0426  -0.683
F2 5.7225 0.0051 -2.1975  0.136
F3 3.6358 0.3841 -2.5980  0.148
S2 4.1691 -0.7048 -0.2405  0.550
O7 5.2472 -1.5425 0.1545  -0.231
O8 2.7993 -1.2723 -0.1447  -0.357
O9 4.1426 0.6643 0.3168  -0.367
Cl1 -1.3316 -3.2695 1.1432  0.757
C8 -0.3968 -3.6090 -0.2740  -0.564
C9 0.1517 -4.8706 -0.4242  -0.116
C10 0.9205 -5.1635 -1.5357  -0.094
C11 1.1763 -4.1798 -2.4761  -0.111
C12 0.6223 -2.9205 -2.3238  -0.575
Cl2 1.0703 -1.6848 -3.4468  0.791
C13 -0.2120 -2.6086 -1.2376  -0.297
N1 -0.7860 -1.3523 -1.0764  0.078
C14 -1.5226 -0.6661 -2.0480  -0.223
C15 -2.1176 -1.3717 -3.0958  -0.056
C16 -2.8998 -0.7323 -4.0406  -0.099
C17 -3.1133 0.6345 -3.9432  -0.104
C18 -2.5228 1.3311 -2.9007  -0.040
C19 -1.7232 0.7111 -1.9438  -0.144
C20 -0.9957 1.5915 -0.9521  -0.054
C21 0.4136 1.8260 -1.5475  -0.582
O10 0.5412 2.7060 -2.3640  0.095
O11 1.3785 0.9696 -1.2202  -0.216
H6 -0.0230 -5.6134 0.3430  0.101
H7 1.3456 -6.1511 -1.6573  0.101
H8 1.8382 -4.3664 -3.3108  0.102
H9 -0.6878 -0.9415 -0.1545  0.063
H10 -1.9728 -2.4446 -3.1460  0.110
H11 -3.3499 -1.2997 -4.8464  0.096
H12 -3.7241 1.1518 -4.6725  0.092
H13 -2.6736 2.4008 -2.8129  0.113
H14 -0.8662 1.1738 0.0380  0.058
H15 -1.4513 2.5760 -0.8997  0.123